Computed, not measured: C33H43CeCl2N2OP3S as an isolated structure, with the ωB97M-V functional and the def2-TZVPD basis.

Structure (XYZ):
```
86
C33H43CeCl2N2OP3S the ωB97M-V functional and the def2-TZVPD basis
P 0.976 1.007 -2.064
C 2.696 1.289 -2.440
C 3.259 0.743 -3.599
H 2.674 0.081 -4.235
C 4.577 1.040 -3.943
H 5.004 0.608 -4.845
C 5.340 1.881 -3.136
H 6.368 2.108 -3.405
C 4.781 2.432 -1.984
H 5.370 3.092 -1.350
C 3.463 2.143 -1.633
H 3.042 2.591 -0.734
C 0.427 -0.375 -3.077
C 0.971 -1.646 -2.826
H 1.734 -1.760 -2.056
C 0.543 -2.749 -3.559
H 0.977 -3.725 -3.355
C -0.419 -2.596 -4.554
H -0.743 -3.459 -5.133
C -0.957 -1.340 -4.818
H -1.702 -1.214 -5.601
C -0.546 -0.231 -4.083
H -0.984 0.750 -4.276
C 0.122 2.498 -2.579
C 0.543 3.190 -3.730
H 1.357 2.793 -4.334
C -0.068 4.388 -4.086
H 0.264 4.914 -4.978
C -1.093 4.916 -3.300
H -1.563 5.855 -3.581
C -1.505 4.248 -2.149
H -2.290 4.662 -1.522
C -0.899 3.049 -1.784
H -1.201 2.528 -0.879
Ce -0.012 -0.263 2.494
C -1.854 -1.334 1.873
C -2.175 -1.263 0.589
H -2.370 -1.772 2.705
C -1.206 -0.634 -0.401
O -1.898 0.272 -1.244
H -1.176 0.660 -1.831
C -0.046 -0.008 0.246
H -0.805 -1.434 -1.053
C 0.895 0.685 -0.324
Cl -0.404 -1.255 4.771
Cl 2.265 0.740 2.623
P 1.292 -2.546 2.064
C 2.099 -2.998 3.599
H 1.362 -3.403 4.305
H 2.577 -2.125 4.072
H 2.853 -3.752 3.360
C 0.223 -3.894 1.621
H -0.256 -3.703 0.649
H -0.569 -4.021 2.375
H 0.824 -4.808 1.561
C 2.553 -2.407 0.831
H 3.048 -1.425 0.873
H 2.110 -2.525 -0.166
H 3.291 -3.197 1.004
P -3.678 -2.035 0.006
C -4.336 -3.091 1.277
C -3.308 -2.997 -1.455
H -4.610 -2.515 2.174
H -3.616 -3.872 1.568
H -5.246 -3.579 0.889
H -2.970 -2.341 -2.273
H -4.220 -3.528 -1.781
H -2.521 -3.739 -1.251
C -4.924 -0.842 -0.442
H -5.110 -0.145 0.388
H -5.866 -1.364 -0.685
H -4.591 -0.268 -1.318
H 1.759 1.021 0.221
C 1.377 1.135 5.758
N 0.285 2.143 5.748
C 0.164 2.970 6.849
C -0.858 3.796 6.646
N -1.396 3.500 5.410
C -0.695 2.456 4.811
S -1.129 1.944 3.290
H 1.252 0.460 6.608
H 1.353 0.524 4.842
H 2.350 1.629 5.812
H 0.824 2.893 7.684
H -1.230 4.563 7.279
H -2.196 3.982 4.975
```

* energy: -4285.2898 Ha
* spin multiplicity: 1
* maximum force: 4.1 eV/A
* total charge: +2

These are the Mulliken partial charges, in e, on atoms 1 to 4: atom 1 (P): 2.522, atom 2 (C): 0.488, atom 3 (C): -0.053, atom 4 (H): 0.383